Entry 1:
Density functional theory data (wB97M-V/def2-TZVPD) for one molecule with the formula C4H5NO.

Calculated values
Energy relative to the best compared isomer or geometry (same formula, charge and spin)   59.36 kcal/mol
SMILES   [H]/N=C/C=C=CO

```
11
Properties=species:S:1:pos:R:3:forces:R:3
O 2.48737 -0.76345 0.71091 0.153 0.012 -0.040
C 1.47529 -0.96648 -0.18676 -0.381 -0.049 -0.152
C 0.21253 -0.79900 0.10118 0.063 -0.003 -0.020
C -1.05537 -0.51540 0.27808 0.197 -0.066 0.006
C -1.58238 0.84525 0.01226 0.147 0.150 -0.048
N -0.81170 1.81475 -0.27795 -0.398 -0.153 0.079
H 3.30346 -0.63938 0.21293 -0.073 -0.056 0.144
H 1.75657 -1.32549 -1.17619 -0.039 0.086 0.104
H -1.75879 -1.26428 0.64200 0.140 0.114 -0.034
H -2.67283 0.94601 0.09908 0.151 0.035 -0.018
H -1.35416 2.66747 -0.41554 0.041 -0.068 -0.020
```
Forces are in eV/Å.

***

Entry 2:
Density functional theory data (wB97M-V/def2-TZVPD) for C10H20O20S5 as an isolated structure at a distorted geometry.

Calculated values
Energy relative to the best compared isomer or geometry (same formula, charge and spin)   28.12 kcal/mol

```
55
Properties=species:S:1:pos:R:3:forces:R:3
C 3.64043 -1.32480 -4.43314 -1.928 1.144 0.176
C 4.70624 -2.17062 -3.82702 -0.592 -0.484 0.682
O 4.04953 -2.55359 -2.55371 0.894 0.501 -0.714
S 3.38405 -1.22760 -1.95351 -0.928 0.458 2.631
O 4.36245 -0.42159 -1.24245 -1.567 -1.551 -0.992
O 2.11433 -1.62948 -1.35372 2.282 0.622 -0.623
O 3.05283 -0.52377 -3.30477 0.863 -0.377 -1.633
H 2.81010 -1.97093 -4.73024 0.155 0.131 -0.306
H 3.86160 -0.57993 -5.20719 0.330 -0.476 0.253
H 5.64111 -1.65662 -3.69123 0.363 0.168 0.489
H 4.84870 -3.08979 -4.38253 0.077 -0.092 0.016
C -3.38737 -5.77166 0.42916 -0.821 0.600 0.988
C -3.42990 -4.63522 -0.63795 -0.067 -0.987 0.266
O -4.49113 -3.78116 -0.21526 -0.042 0.265 -0.517
S -4.36942 -3.63321 1.34484 0.299 -0.070 0.689
O -5.65500 -3.28438 1.84306 0.838 -0.028 0.055
O -3.17177 -2.89719 1.66972 -1.046 -0.247 -0.179
O -4.06301 -5.17490 1.61330 0.254 0.090 -0.466
H -2.37259 -6.02499 0.73226 -0.082 -0.043 -0.161
H -4.00082 -6.65705 0.25724 0.280 0.123 -0.471
H -3.68140 -4.98506 -1.64343 0.268 0.147 0.271
H -2.49148 -4.10190 -0.56259 0.183 0.218 -0.455
C 4.03519 5.97706 -0.08041 -0.038 -0.335 0.540
C 3.31729 6.20052 -1.36600 -1.970 -0.737 -0.532
O 2.39603 5.00167 -1.42689 1.443 0.995 -0.260
S 3.21229 3.72410 -0.90401 -0.117 -0.028 -0.702
O 4.00900 3.15719 -1.97570 -1.357 0.383 1.558
O 2.25742 2.98564 -0.11763 1.414 0.308 -0.927
O 4.22525 4.55413 0.01964 0.382 -0.465 -0.082
H 3.36456 6.19901 0.73966 0.156 0.589 0.313
H 5.00234 6.49769 -0.02953 -0.358 -0.360 0.162
H 3.94280 6.29227 -2.24550 0.089 -0.446 -0.187
H 2.60856 7.02977 -1.34048 0.290 0.029 0.080
C -3.59917 0.08069 2.86442 -0.591 0.121 -1.117
C -3.17340 1.44688 3.29979 0.275 0.838 0.358
O -3.77408 2.39513 2.38275 -0.221 -0.150 -0.232
S -4.36308 1.63474 1.13078 -1.834 0.775 -2.240
O -3.81571 2.18747 -0.10259 -0.933 -0.755 1.996
O -5.81026 1.50220 1.30863 2.594 0.228 -0.361
O -3.64229 0.25404 1.36125 -0.035 -0.541 1.622
H -4.61845 -0.05295 3.24705 0.190 -0.678 -0.442
H -2.90482 -0.73376 3.08328 -0.279 0.220 -0.066
H -2.11420 1.59548 3.17002 0.409 -0.011 0.548
H -3.58645 1.70695 4.27848 0.555 -0.141 -0.018
C -0.37322 -0.82342 0.52052 0.965 -0.019 0.206
C -0.31446 0.68218 0.70128 -0.273 -0.004 0.814
O -0.01543 0.85729 2.18993 -1.867 0.976 -2.747
S 0.95288 -0.26084 2.57542 3.132 -1.454 3.183
O 0.45060 -0.76372 3.85587 0.890 0.510 -2.063
O 2.34544 0.15391 2.46020 -2.240 -0.501 0.356
O 0.73153 -1.30095 1.40319 -1.497 0.431 -0.820
H -0.11151 -1.04006 -0.52004 0.143 -0.268 0.341
H -1.29759 -1.33057 0.79362 -0.003 0.226 0.231
H -1.23361 1.20335 0.38920 0.333 -0.107 0.662
H 0.53904 1.08235 0.18294 0.340 0.256 -0.176
```
Forces are in eV/Å.

***

Entry 3:
Density functional theory data (wB97M-V/def2-TZVPD) for one molecule with the formula CH4N4O at a distorted geometry.

Calculated values
Energy relative to the best compared isomer or geometry (same formula, charge and spin)   52.99 kcal/mol
SMILES   [H]/N=C(/N=N/[H])ON

```
10
Properties=species:S:1:pos:R:3:forces:R:3
C 0.45583 0.66829 0.08530 1.040 0.104 -0.024
N -1.60519 -0.54543 0.03993 0.974 1.733 0.797
O -0.86993 0.81139 0.22373 -1.604 -1.570 -0.328
N 0.79844 -0.60153 -0.40800 0.097 -1.262 -1.406
N 1.61067 -1.33565 0.13690 0.097 0.470 0.976
N 1.32324 1.58321 0.12555 -0.314 -0.244 0.209
H -2.08511 -0.45217 -0.85519 0.109 0.338 0.145
H -2.28646 -0.43491 0.78883 -0.067 -0.004 -0.210
H 1.73069 -2.19771 -0.42220 -0.167 0.425 -0.217
H 0.92783 2.50451 0.28517 -0.166 0.009 0.059
```
Forces are in eV/Å.

***

Entry 4:
Density functional theory data (wB97M-V/def2-TZVPD) for a 2-piece molecular cluster, C3H10N3O overall at a distorted geometry.

Calculated values
Charge   +1
Energy relative to the best compared isomer or geometry (same formula, charge and spin)   71.26 kcal/mol

```
17
Properties=species:S:1:pos:R:3:forces:R:3
O -2.10030 0.48003 1.96080 -0.308 0.060 0.428
C -1.02512 0.32415 1.45866 0.155 -0.409 -0.818
C -0.61782 1.26670 0.32739 -0.203 1.467 0.386
N -1.66571 2.36785 0.34583 -0.401 -0.294 -0.686
H -0.36048 -0.51451 1.66764 0.165 -0.014 0.157
H 0.32873 1.78566 0.47003 0.195 -0.458 0.116
H -0.62668 0.80500 -0.65194 -0.078 -0.285 0.085
H -1.94153 2.60306 -0.60834 -0.066 0.078 0.102
H -2.48180 1.95574 0.84381 0.132 0.114 0.144
H -1.39714 3.23666 0.80880 0.143 -0.201 0.131
N 1.33567 -3.07667 -0.75347 0.264 -0.519 -0.459
C 1.77465 -1.75293 -1.00168 0.006 -0.114 0.030
N 1.08044 -0.77925 -0.59458 0.180 -0.087 0.465
H 2.12531 -3.57937 -0.33694 -0.200 0.146 0.231
H 1.29226 -3.54960 -1.66171 -0.334 0.060 0.105
H 2.71815 -1.67775 -1.55535 0.018 0.454 0.164
H 1.56139 0.10525 -0.71896 0.331 0.003 -0.578
```
Forces are in eV/Å.